A 2-piece molecular cluster, C3H6NO overall in a non-equilibrium geometry. Source: OMol25; level of theory: the ωB97M-V functional and the def2-TZVPD basis.

CARTESIAN COORDINATES (ANGSTROEM)
C -2.43384 0.12791 0.22037
C -1.19994 -0.00763 0.05588
C 0.19422 -0.19295 -0.08320
N 1.12548 0.78029 0.32334
O 0.77831 -1.48688 0.18615
H -3.42431 0.16155 0.05838
H 0.65793 -0.13052 -1.84896
H 1.02676 0.68057 1.31496
H 0.90664 1.78080 0.11223
H 1.98283 0.47482 0.03645
H 0.38591 -2.18796 -0.37559

Output
ΔE to the lowest compared entry with this formula, charge and spin   116.2 kcal/mol
HOMO-LUMO gap   8.80 eV
Spin multiplicity   1
LUMO   -0.1984 Ha
Net charge   +1
Calculated total energy   -6732.936 eV